# 1
Density functional theory data (ωB97M-V/def2-TZVPD) for an isolated molecule of C6H14N2 in a non-equilibrium geometry.

Geometry as XYZ:
```
22
C6H14N2 ωB97M-V/def2-TZVPD
N -2.732 0.283 2.240
N 0.889 0.975 -2.516
C -1.505 -0.538 2.260
C 2.905 0.192 -1.619
C -1.117 -1.233 0.907
C 0.803 0.125 -0.223
C -0.647 -0.085 0.001
C 1.486 0.408 -1.411
H 3.621 1.134 -1.668
H -1.964 -1.883 0.427
H 1.314 -0.248 0.640
H -2.595 1.228 2.530
H 2.921 -0.284 -2.572
H -3.195 0.232 1.375
H -0.578 0.034 2.638
H -0.164 0.953 -2.579
H 1.040 2.018 -2.568
H 3.535 -0.478 -0.884
H -0.173 -1.912 1.109
H -1.768 -1.426 2.883
H -1.085 0.909 0.049
H -0.990 -0.404 -1.020
```

Structure (SMILES): C/C(N)=C/CCCN

# 2
Density functional theory data (ωB97M-V/def2-TZVPD) for an isolated molecule of C6H14N2 in a non-equilibrium geometry.

Geometry as XYZ:
```
22
C6H14N2 ωB97M-V/def2-TZVPD
N 0.518 -0.318 1.923
N -2.398 -1.871 -0.585
C 0.995 0.637 0.964
C 2.430 1.059 1.180
C -0.642 -0.179 -0.770
C -1.065 -1.431 -0.632
C -1.532 0.933 -1.328
C 0.799 0.211 -0.545
H -3.056 -1.250 -1.043
H -2.177 1.333 -0.532
H 1.144 0.932 -1.288
H 0.301 1.488 0.980
H -0.349 -2.241 -0.522
H -0.900 1.755 -1.646
H 1.181 -1.062 2.077
H -2.517 -2.775 -1.011
H -2.220 0.478 -2.042
H 3.213 0.522 0.649
H 1.470 -0.631 -0.787
H 2.677 0.940 2.234
H 2.559 2.103 0.889
H -0.430 -0.632 1.835
```

Structure (SMILES): C/C(=C\N)C[C@H](C)N

# 3
Density functional theory data (ωB97M-V/def2-TZVPD) for an isolated molecule of C6H14N2 in a non-equilibrium geometry.

Geometry as XYZ:
```
22
C6H14N2 ωB97M-V/def2-TZVPD
N -2.160 2.318 -0.375
N 1.592 -2.100 0.869
C -0.060 1.197 0.283
C 0.718 -1.053 0.667
C 1.015 -3.346 1.481
C 0.987 0.162 0.104
C -0.583 1.544 -2.087
C -1.238 1.218 -0.721
H -1.221 2.187 -2.777
H -1.603 3.150 -0.172
H -0.386 0.668 -2.654
H 1.044 -4.113 0.807
H -1.827 0.202 -0.787
H -0.385 -1.285 0.902
H 0.340 2.081 -1.906
H 0.409 2.102 0.234
H -0.035 -3.071 1.669
H -0.601 1.041 1.231
H 2.519 -2.259 0.616
H 2.037 0.450 -0.240
H -2.891 2.525 -1.115
H 1.545 -3.528 2.369
```

Structure (SMILES): CN/C=C/C[C@H](C)N

# 4
Density functional theory data (ωB97M-V/def2-TZVPD) for a cluster of 2 separate species, C6H14N2O in total in a non-equilibrium geometry.

Geometry as XYZ:
```
23
C6H14N2O ωB97M-V/def2-TZVPD
O 0.214 -2.066 -2.285
N 0.397 1.716 1.247
N 1.240 -1.448 0.051
C 0.241 -0.310 2.708
C -1.561 0.276 1.045
C -0.053 0.329 1.335
C -0.038 0.492 -2.221
C 0.664 -0.949 -2.895
C 0.654 -0.468 0.301
H 1.752 -0.822 -2.813
H -0.114 2.288 1.909
H -0.095 -1.345 2.733
H -1.090 0.340 -2.468
H -0.049 1.074 -1.307
H -0.270 0.252 3.490
H 0.342 1.248 -2.907
H 1.312 -0.302 2.912
H 0.281 -0.912 -3.919
H 1.388 1.794 1.445
H 0.572 -2.021 -1.266
H -1.793 0.871 0.163
H -2.111 0.705 1.884
H -1.885 -0.744 0.859
```

Structure (SMILES): CC(C)(N)C#N.CCO

# 5
Density functional theory data (ωB97M-V/def2-TZVPD) for a cluster of 2 separate species, C6H14N2O in total in a non-equilibrium geometry.

Geometry as XYZ:
```
23
C6H14N2O ωB97M-V/def2-TZVPD
O 0.224 0.694 2.296
N -1.106 1.656 0.102
N 0.710 -0.481 0.047
C 1.736 -0.809 -0.832
C -0.544 1.082 -0.918
C -0.222 -1.563 0.343
C 1.201 0.227 1.459
C -2.453 1.300 0.447
C 1.669 -1.083 -2.130
H -1.137 0.551 -1.675
H -2.949 0.659 -0.295
H 1.873 1.018 1.115
H -0.202 1.446 1.842
H -3.038 2.214 0.574
H 2.729 -0.779 -0.378
H 0.288 -2.431 0.764
H 1.717 -0.573 2.005
H 0.731 -1.183 -2.672
H 2.580 -1.186 -2.709
H 0.358 1.535 -1.299
H -2.469 0.778 1.410
H -0.746 -1.878 -0.555
H -0.952 -1.193 1.059
```

Structure (SMILES): C=CN(C)CO.C=NC

# 6
Density functional theory data (ωB97M-V/def2-TZVPD) for a cluster of 2 separate species, C6H14N2O2 in total in a non-equilibrium geometry.

Geometry as XYZ:
```
24
C6H14N2O2 ωB97M-V/def2-TZVPD
O -1.263 -3.168 0.114
O 1.667 0.925 -0.656
N -0.901 -1.177 -0.889
N 0.898 2.031 1.141
C 0.553 3.000 -1.060
C -1.688 -1.190 1.395
C 1.111 1.889 -0.174
C -1.249 -1.931 0.149
C 1.344 1.015 2.070
C -0.435 -1.782 -2.158
H 0.731 0.143 1.953
H -0.959 -0.149 -0.853
H 0.512 -2.396 -1.946
H 0.486 2.825 1.506
H -1.650 -1.859 2.203
H 1.304 1.385 3.127
H -2.695 -0.810 1.264
H -0.410 3.483 -0.684
H 2.373 0.779 1.823
H 1.309 3.788 -1.202
H -1.195 -2.425 -2.528
H -0.986 -0.329 1.555
H -0.212 -0.954 -2.931
H 0.362 2.476 -2.048
```

Structure (SMILES): CNC(C)=O.CNC(C)=O

# 7
Density functional theory data (ωB97M-V/def2-TZVPD) for a cluster of 2 separate species, C6H14N2O2 in total in a non-equilibrium geometry.

Geometry as XYZ:
```
24
C6H14N2O2 ωB97M-V/def2-TZVPD
O -0.907 0.323 0.915
O 3.381 -0.902 -1.386
N 2.331 -0.282 0.577
N -2.714 0.425 -0.423
C 2.532 1.345 -1.126
C -2.542 1.838 -0.770
C -2.541 -1.534 0.878
C -1.921 -0.198 0.497
C 2.395 -1.606 1.183
C 2.874 -0.078 -0.659
H 1.723 0.445 0.898
H -1.776 -2.165 1.341
H 2.560 -2.313 0.371
H 2.735 1.405 -2.186
H 1.472 -1.789 1.725
H -2.935 -2.020 -0.022
H -1.471 2.028 -0.796
H -3.123 2.455 -0.080
H -2.962 1.999 -1.764
H 3.049 2.184 -0.626
H -3.465 -0.033 -0.907
H 1.510 1.679 -0.901
H 3.271 -1.726 1.827
H -3.475 -1.482 1.437
```

Structure (SMILES): CNC(C)=O.CNC(C)=O

# 8
Density functional theory data (ωB97M-V/def2-TZVPD) for a cluster of 2 separate species, C6H14N2O2 in total in a non-equilibrium geometry.

Geometry as XYZ:
```
24
C6H14N2O2 ωB97M-V/def2-TZVPD
O -1.623 -2.460 2.692
O 1.624 -0.101 -1.093
N -1.192 -1.676 0.594
N 0.625 1.870 -1.430
C 1.461 1.051 -0.706
C -1.511 -0.086 2.395
C 2.289 1.741 0.342
C 0.110 1.382 -2.677
C -0.761 -2.863 -0.087
C -1.405 -1.538 1.940
H 2.933 2.498 -0.107
H -2.118 0.021 3.272
H -0.514 0.303 2.649
H 0.394 0.354 -2.936
H -1.938 0.576 1.665
H 0.405 2.813 -1.164
H 1.565 2.261 1.007
H 0.264 2.098 -3.481
H 2.907 0.948 0.772
H -0.479 -2.565 -1.121
H -1.042 1.292 -2.839
H 0.231 -3.348 0.110
H -1.403 -3.734 0.081
H -0.821 -0.838 0.122
```

Structure (SMILES): CNC(C)=O.CNC(C)=O

Values of calculated total energy, in order: -346.43051, -346.49210, -346.44239, -421.67994, -421.65177, -497.02204, -497.02320, -497.00280, all in a.u..